1.
The following is a quantum chemistry calculation of a single C2H4N4Se molecule in a non-equilibrium geometry, from the Open Molecules 2025 dataset.

XYZ file:
```
11
Properties=species:S:1:pos:R:3:mulliken_charge:R:1
C 1.508 -0.799 -0.071 -0.8223
N 0.131 -0.478 -0.311 0.2981
N -0.729 -1.149 -1.093 -0.1442
N -1.861 -0.620 -1.196 -0.4736
N -1.966 0.452 -0.446 -0.1496
C -0.937 0.735 0.223 0.2935
Se -0.307 1.978 1.460 -0.0696
H 1.796 -0.886 1.022 0.2883
H 1.477 -1.821 -0.343 0.3730
H 2.360 -0.250 -0.485 0.2818
H -1.473 2.838 1.241 0.1247
```

Values from the calculation:
E_tot: -73441.792 eV
Spin multiplicity: 1
Strongest force on any atom: 0.1284 hartree/bohr
Energy relative to the best compared isomer or geometry (same formula, charge and spin): 34.5 kcal per mole

---

2.
The following is a quantum chemistry calculation of 6 unconnected molecules or ions with the total composition C42H47ClF5N3O2 in a non-equilibrium geometry, from the Open Molecules 2025 dataset.

XYZ file:
```
100
Properties=species:S:1:pos:R:3:mulliken_charge:R:1
H -2.817 0.654 1.552 0.1740
N -2.424 1.603 1.570 -0.8198
C -1.838 1.729 2.687 0.2394
C -1.206 3.090 2.961 -0.9953
C -1.779 0.620 3.753 -0.8295
C -0.820 -0.543 3.386 0.5345
C -0.062 -0.869 4.698 -0.9818
O 0.695 0.181 5.283 -0.4430
C 2.065 0.042 4.857 -0.3388
C 2.842 1.338 5.068 -0.3933
C 2.227 2.544 4.331 -1.0776
C -1.253 -1.419 5.528 -0.0225
O -1.479 -1.343 6.681 -0.5755
N -2.113 -2.044 4.579 -0.2715
C -1.575 -1.893 3.241 0.3216
Cl -0.462 -3.386 3.049 -0.2063
C -2.556 -2.044 2.056 -0.9540
N -1.808 -2.258 0.815 -0.1196
C -2.559 -1.790 -0.364 -1.1370
H -0.112 3.039 3.005 0.0146
H -1.629 3.493 3.896 0.3355
H -1.524 3.782 2.172 0.3834
H -1.501 1.108 4.699 0.5307
H -2.813 0.272 3.893 0.5593
H -0.137 -0.364 2.546 0.8116
H 0.649 -1.710 4.671 0.7730
H 2.531 -0.732 5.494 0.3231
H 2.094 -0.238 3.792 0.3125
H 2.906 1.614 6.132 0.1533
H 3.873 1.194 4.706 0.4101
H 1.193 2.695 4.669 0.1906
H 2.243 2.419 3.236 0.3209
H 2.790 3.466 4.565 0.3737
H -2.435 -2.972 4.836 0.4006
H -3.272 -1.205 1.981 0.4898
H -3.143 -2.955 2.271 0.3185
H -0.947 -1.715 0.826 0.1307
H -3.615 -2.089 -0.367 0.4311
H -2.094 -2.242 -1.255 0.3203
H -2.469 -0.698 -0.519 0.3601
F -2.985 -0.627 -4.091 -0.3464
C -3.943 0.214 -3.659 0.3021
C -3.645 1.555 -3.504 -0.4114
C -4.635 2.423 -3.061 -0.0492
C -5.903 1.937 -2.771 -0.6668
C -6.185 0.587 -2.928 -0.3546
C -5.201 -0.282 -3.379 -0.4168
H -2.647 1.908 -3.728 0.4423
H -4.418 3.477 -2.941 0.3076
H -6.673 2.614 -2.422 0.3954
H -7.173 0.208 -2.697 0.3779
H -5.404 -1.337 -3.515 0.4607
F 0.628 -1.666 -1.139 -0.2504
C 1.232 -2.525 -1.984 0.4073
C 1.667 -2.069 -3.213 -0.5915
C 2.293 -2.956 -4.078 -0.4405
C 2.466 -4.283 -3.709 -0.5925
C 2.018 -4.725 -2.471 -0.5013
C 1.400 -3.839 -1.597 -0.1882
H 1.516 -1.032 -3.486 0.4217
H 2.645 -2.611 -5.042 0.3804
H 2.949 -4.973 -4.385 0.4029
H 2.148 -5.761 -2.183 0.4025
H 1.050 -4.161 -0.624 0.5096
F 1.219 -5.316 -5.969 -0.1911
C 0.744 -6.528 -6.312 0.3825
C 0.607 -6.845 -7.650 -0.5263
C 0.122 -8.098 -8.000 -0.3548
C -0.228 -9.010 -7.012 -0.5356
C -0.088 -8.672 -5.672 -0.4024
C 0.406 -7.424 -5.317 -0.2493
H 0.878 -6.118 -8.405 0.4084
H 0.016 -8.362 -9.045 0.3537
H -0.610 -9.985 -7.288 0.3608
H -0.365 -9.381 -4.902 0.3585
H 0.529 -7.145 -4.278 0.4088
F -3.658 6.064 -2.917 -0.2940
C -2.840 6.137 -3.983 0.2942
C -2.267 4.979 -4.473 0.0636
C -1.427 5.053 -5.575 -0.3636
C -1.163 6.282 -6.166 -0.4814
C -1.744 7.438 -5.658 -0.4264
C -2.593 7.367 -4.562 -0.3979
H -2.478 4.034 -3.994 0.0560
H -0.978 4.152 -5.972 0.3650
H -0.505 6.339 -7.024 0.3693
H -1.536 8.396 -6.117 0.3569
H -3.062 8.255 -4.157 0.4214
F 4.595 3.946 5.365 -0.1805
C 5.722 3.887 6.103 0.4060
C 5.849 2.899 7.060 -0.1682
C 7.012 2.838 7.816 -0.4604
C 8.024 3.768 7.611 -0.5195
C 7.877 4.756 6.647 -0.3805
C 6.720 4.816 5.882 -0.5495
H 5.046 2.189 7.210 0.3318
H 7.128 2.065 8.564 0.3645
H 8.929 3.720 8.204 0.3655
H 8.664 5.483 6.490 0.3534
H 6.589 5.574 5.121 0.4127
```

Values from the calculation:
E_tot: -78990.343 eV
Spin multiplicity: 1
Strongest force on any atom: 0.0399 hartree/bohr

---

3.
The following is a quantum chemistry calculation of a gas-phase ion, C4H4N (charge +1) in a non-equilibrium geometry, from the Open Molecules 2025 dataset.

XYZ file:
```
9
Properties=species:S:1:pos:R:3:mulliken_charge:R:1
C -1.613 1.621 -1.027 0.1388
N -0.701 1.086 -0.534 0.0029
C 0.131 0.187 0.085 0.0595
C 0.324 -0.471 1.199 0.0225
C 0.989 -1.010 -0.009 -0.4851
H -2.151 2.278 -1.612 0.4524
H 0.297 -0.734 2.327 0.3539
H 2.198 -1.054 -0.010 0.2300
H 0.527 -1.902 -0.418 0.2251
```

Values from the calculation:
E_tot: -5690.369 eV
Spin multiplicity: 1
Strongest force on any atom: 0.0999 hartree/bohr
Energy relative to the best compared isomer or geometry (same formula, charge and spin): 29.7 kcal per mole
Total charge: +1

---

4.
The following is a quantum chemistry calculation of 10 unconnected molecules or ions with the total composition C45H91Cl3NO19S9 in a non-equilibrium geometry, from the Open Molecules 2025 dataset.

XYZ file:
```
168
Properties=species:S:1:pos:R:3:mulliken_charge:R:1
C -4.302 -0.179 -6.321 -0.3728
O -3.005 -0.121 -7.011 -0.3771
C -1.907 -0.663 -6.197 0.1601
C -0.699 0.466 -5.945 -0.3670
C -1.287 1.879 -5.359 -0.5928
C -0.235 2.749 -4.451 -0.3313
C 0.058 2.145 -2.955 -0.3494
N -1.174 1.784 -2.155 -0.0514
Cl -1.791 3.241 -1.401 0.0764
C -0.873 0.793 -1.010 -0.2877
Cl 0.361 1.597 0.115 -0.0277
C -0.456 -0.705 -1.541 0.2535
C 0.078 -1.632 -0.286 -0.9112
Cl -1.947 -1.569 -2.318 -0.1862
H -5.066 -0.959 -6.802 0.1405
H -4.816 0.883 -6.495 0.2263
H -4.244 -0.319 -5.161 0.1559
H -1.419 -1.543 -6.840 -0.0326
H -2.230 -1.152 -5.184 0.0748
H -0.286 0.706 -7.039 0.2898
H 0.209 0.022 -5.354 0.2307
H -2.322 1.665 -4.824 0.1574
H -1.557 2.556 -6.299 0.3139
H -0.514 3.909 -4.408 0.4107
H 0.808 2.718 -5.030 -0.0105
H 0.846 1.288 -3.071 0.0193
H 0.606 3.013 -2.347 0.3919
H -1.948 1.344 -2.700 0.5030
H -1.917 0.662 -0.448 0.4530
H 0.372 -0.722 -2.368 0.3077
H 1.037 -1.159 0.229 0.3191
H -0.815 -1.745 0.475 0.2788
H 0.372 -2.714 -0.639 0.2038
C 3.071 -0.373 4.889 0.0460
C 3.677 0.573 3.854 -0.7310
C 4.251 -0.285 2.728 -0.1995
S 3.283 -1.786 2.701 1.0616
O 4.140 -2.894 3.070 -0.6990
O 2.465 -1.805 1.505 -0.6315
C 2.252 -1.381 4.096 -0.7750
H 2.455 0.162 5.617 -0.2883
H 3.872 -0.886 5.434 0.3491
H 2.893 1.228 3.455 0.2309
H 4.448 1.214 4.293 0.3924
H 4.172 0.216 1.759 0.0007
H 5.293 -0.556 2.922 0.3718
H 2.017 -2.284 4.662 0.4729
H 1.333 -0.927 3.713 0.3418
C 5.821 0.667 -3.057 -0.0379
C 7.269 0.439 -2.624 -0.8387
C 7.543 1.360 -1.436 -0.7580
S 5.972 1.609 -0.624 1.1021
O 5.601 3.002 -0.754 -0.6948
O 5.982 0.926 0.655 -0.6064
C 5.001 0.656 -1.775 -0.7114
H 5.481 -0.100 -3.758 0.5441
H 5.732 1.642 -3.551 -0.2150
H 7.397 -0.606 -2.318 0.3486
H 7.970 0.630 -3.442 0.3585
H 8.249 0.910 -0.733 0.4357
H 7.914 2.335 -1.763 0.3559
H 4.014 1.106 -1.893 0.2577
H 4.908 -0.358 -1.376 0.3744
C 0.879 3.252 9.582 -0.8769
C 1.485 4.199 8.547 0.1295
C 2.059 3.341 7.421 -0.8260
S 1.091 1.839 7.395 1.2178
O 1.948 0.732 7.764 -0.7070
O 0.272 1.821 6.199 -0.7371
C 0.059 2.245 8.790 -0.2133
H 0.262 3.788 10.311 0.4401
H 1.680 2.739 10.128 0.3177
H 0.700 4.854 8.149 -0.6934
H 2.255 4.840 8.987 0.5798
H 1.979 3.841 6.453 0.4405
H 3.100 3.069 7.616 0.3933
H -0.176 1.342 9.356 -0.0919
H -0.859 2.699 8.406 0.4088
C -0.133 -6.107 -6.511 -0.7028
C 1.272 -6.334 -7.067 -0.6455
C 1.480 -5.339 -8.207 -0.6303
S 0.445 -3.931 -7.837 1.1680
O -0.589 -3.841 -8.847 -0.6602
O 1.283 -2.803 -7.481 -0.6528
C -0.275 -4.601 -6.351 -0.5564
H -0.283 -6.629 -5.561 0.3715
H -0.878 -6.481 -7.224 0.3165
H 2.010 -6.151 -6.277 0.2891
H 1.409 -7.364 -7.411 0.3294
H 2.522 -5.016 -8.274 0.3295
H 1.157 -5.755 -9.165 0.3481
H -1.312 -4.275 -6.258 0.3817
H 0.312 -4.238 -5.501 0.3420
C -3.988 -0.804 12.300 -0.5889
C -3.166 -2.069 12.060 -0.5981
C -2.364 -1.858 10.777 -0.7065
S -2.103 -0.097 10.635 1.3507
O -2.815 0.382 9.468 -0.7061
O -0.702 0.198 10.863 -0.7517
C -3.029 0.358 12.087 -0.7535
H -4.424 -0.787 13.303 0.3477
H -4.808 -0.752 11.573 0.2905
H -2.480 -2.224 12.902 0.2967
H -3.801 -2.957 11.987 0.3209
H -1.397 -2.366 10.819 0.3436
H -2.922 -2.190 9.897 0.3861
H -3.537 1.310 11.924 0.3958
H -2.325 0.444 12.920 0.3746
C 4.506 4.564 -7.813 -0.6693
C 4.640 3.224 -8.535 -0.6496
C 5.229 2.224 -7.541 -0.7294
S 4.725 2.777 -5.919 1.2742
O 5.905 3.178 -5.182 -0.7222
O 3.752 1.848 -5.379 -0.5606
C 3.875 4.245 -6.466 -0.5899
H 3.899 5.273 -8.383 0.3625
H 5.499 5.006 -7.668 0.3074
H 3.649 2.883 -8.858 0.2821
H 5.266 3.307 -9.429 0.3400
H 4.850 1.214 -7.714 0.4042
H 6.322 2.223 -7.574 0.3924
H 4.000 5.044 -5.733 0.4533
H 2.815 3.997 -6.576 0.1929
C -1.851 -5.883 1.976 -0.7652
C -1.245 -4.936 0.941 -0.1753
C -0.671 -5.795 -0.185 -0.6482
S -1.638 -7.296 -0.212 1.1686
O -0.782 -8.403 0.158 -0.6542
O -2.457 -7.314 -1.408 -0.6744
C -2.670 -6.890 1.184 -0.7356
H -2.467 -5.347 2.704 0.3566
H -1.050 -6.396 2.522 0.3416
H -2.029 -4.281 0.542 0.1605
H -0.474 -4.295 1.381 0.1760
H -0.750 -5.294 -1.153 0.3231
H 0.371 -6.066 0.010 0.3642
H -2.905 -7.793 1.750 0.4260
H -3.589 -6.437 0.800 0.3465
C -0.219 9.648 6.751 -0.5537
C -1.470 8.960 6.206 -0.6193
C -1.215 7.454 6.237 -0.7083
S -0.054 7.171 7.566 1.3975
O 1.187 6.688 6.999 -0.6579
O -0.729 6.487 8.651 -0.6907
C 0.157 8.884 8.011 -0.7588
H -0.397 10.707 6.961 0.3511
H 0.591 9.580 6.015 0.2820
H -2.327 9.202 6.846 0.2932
H -1.710 9.299 5.193 0.3213
H -2.133 6.894 6.432 0.3838
H -0.756 7.106 5.307 0.3833
H 1.185 9.062 8.332 0.3926
H -0.537 9.105 8.828 0.3638
C -8.828 -4.838 -6.135 -0.5893
C -7.423 -5.065 -6.691 -0.5910
C -7.215 -4.070 -7.831 -0.5596
S -8.250 -2.661 -7.461 1.0665
O -9.283 -2.571 -8.471 -0.6545
O -7.412 -1.534 -7.106 -0.6265
C -8.970 -3.332 -5.975 -0.6668
H -8.978 -5.359 -5.185 0.3325
H -9.573 -5.212 -6.848 0.3069
H -6.685 -4.881 -5.901 0.2803
H -7.286 -6.094 -7.035 0.3157
H -6.173 -3.747 -7.898 0.3011
H -7.538 -4.485 -8.789 0.3463
H -10.007 -3.005 -5.882 0.3849
H -8.383 -2.969 -5.126 0.3369
```

Values from the calculation:
E_tot: -223603.366 eV
Spin multiplicity: 1
Strongest force on any atom: 0.0732 hartree/bohr
Energy relative to the best compared isomer or geometry (same formula, charge and spin): 96.3 kcal per mole
Total charge: +1

---

For reference, HOMO energy by record: -9.254, -8.934, -14.713, -11.091 eV.
For reference, frontier orbital gap by record: 9.626, 9.619, 8.754, 7.117 eV.